ORCA calculation (wB97M-V/def2-TZVPD) on the molecule C2H4ClPS2 in a non-equilibrium geometry.

```
! RIJCOSX wB97M-V def2-TZVPD def2/J DEFGRID3
* xyz 0 1
S 2.63 -0.52 1.02
C 1.40 -0.83 0.09
C 0.46 0.26 -0.48
P -1.41 -0.24 -0.38
S -2.00 1.35 0.90
Cl -1.39 -1.87 0.78
H 1.16 -1.89 -0.28
H 0.73 1.17 0.06
H 0.59 0.43 -1.58
H -2.17 2.14 -0.14
*
```

Output
HOMO-LUMO gap, Eh: 0.3087
Max |F|, eV/A: 3.1
Energy, eV: -45620.304
LUMO, Ha: -0.0102
Energy above the lowest of the compared OMol25 structures with the same formula, charge and spin, kJ/mol: 95.2